Record 1
# C4H7NO

A structure of composition C4H7NO (ωB97M-V with the def2-TZVPD basis set, the OMol25 dataset).

As for the multiplicity: 1. The energy comes out at -7793.8319 eV. For the highest occupied orbital energy, the calculation gives -8.6 eV. The energy above the lowest of the compared OMol25 structures with the same formula, charge and spin comes out at 560.8 kJ/mol. As for the LUMO energy: 0.7 eV.

```
13
Properties=species:S:1:pos:R:3:nbo_charge:R:1
O -1.50966 -1.06277 -0.03885 -0.579
C -0.45153 -0.06021 0.02020 0.089
C -1.68534 0.69752 0.30115 -0.194
N 1.59810 0.41300 -0.09226 -0.590
C 0.75965 -0.31993 0.90023 -0.252
C 0.52546 0.21805 -1.11013 -0.255
H -1.89885 -1.03334 -0.92642 0.509
H 1.61937 1.39838 0.17254 0.351
H -1.81281 0.63271 1.39885 0.120
H 1.05823 -1.37423 0.93464 0.201
H 0.74080 0.08329 1.91590 0.199
H 0.29702 1.07033 -1.75448 0.208
H 0.75955 -0.66279 -1.72137 0.194
```

=====

Record 2
# C4H7NO

The molecule C4H7NO (ωB97M-V with the def2-TZVPD basis set, the OMol25 dataset).

As for the multiplicity: 1. The energy comes out at -7796.3737 eV. Its SMILES is ON=C1CCC1. For the highest occupied orbital energy, the calculation gives -9.3 eV. The energy above the lowest of the compared OMol25 structures with the same formula, charge and spin comes out at 315.6 kJ/mol. As for the LUMO energy: 1.1 eV.

```
13
Properties=species:S:1:pos:R:3:nbo_charge:R:1
O 2.56528 -0.68672 -0.39134 -0.572
N 1.82904 0.31375 0.23223 -0.148
C 0.58450 0.08552 0.22346 0.227
C -0.42154 -0.96293 -0.22604 -0.471
C -1.55863 0.06082 0.07631 -0.394
C -0.48112 1.13372 0.35176 -0.441
H 3.46970 -0.37185 -0.26872 0.474
H -0.35033 -1.31932 -1.25821 0.231
H -0.41435 -1.81923 0.45037 0.231
H -2.23475 0.31852 -0.74436 0.207
H -2.16921 -0.22968 0.93696 0.207
H -0.26505 1.65900 -0.58262 0.224
H -0.55353 1.81840 1.20021 0.226
```